Record 1
Here is the ion C8H11BNO3 with charge +1 in a non-equilibrium geometry from the Open Molecules 2025 dataset. Energies are from ωB97M-V/def2-TZVPD.

The geometry in XYZ format:
```
24
Properties=species:S:1:pos:R:3:forces:R:3
C -2.442071 -0.492052 0.488346 -0.36 -0.29 0.26
C -1.883550 -1.326885 -0.811766 0.61 0.28 0.31
B -0.601189 -0.559816 -1.573710 -0.75 -1.22 -1.47
O -0.246071 -0.743540 -2.994948 -2.16 2.20 2.37
C 0.302527 0.433710 -0.619839 2.38 2.69 2.06
C 0.057218 2.048705 -0.758574 2.95 -2.89 2.79
N 0.859516 2.989580 0.159804 0.15 -4.18 0.14
C 1.867548 2.482357 1.203317 -1.24 -3.02 -1.66
C 2.198196 0.855031 1.403859 -2.98 0.90 -2.74
C 1.382346 -0.221679 0.464086 -1.09 4.49 0.27
C 1.511939 -1.855656 0.523548 2.33 -5.60 -3.81
O 2.032396 -2.549110 -0.517142 -3.39 5.33 6.65
O 1.024154 -2.660199 1.682569 1.73 2.83 -2.45
H -3.614834 -0.645180 0.532835 2.57 0.23 0.27
H -1.892722 -0.901075 1.460016 -1.47 0.95 -1.98
H -2.262728 0.663856 0.449286 -0.27 -2.15 -0.09
H -1.406413 -2.329966 -0.377061 -1.10 1.84 -1.13
H -2.759335 -1.588488 -1.542443 1.82 0.33 1.32
H -0.956517 -0.280610 -3.557670 1.40 -1.45 0.98
H -0.737961 2.448635 -1.543876 2.07 -0.54 2.06
H 0.624027 4.020078 0.038628 0.76 -1.75 0.57
H 2.424060 3.256229 1.899502 -1.46 -1.57 -1.83
H 2.976150 0.471270 2.223270 -1.91 1.22 -2.03
H 1.543317 -3.515196 1.767964 -0.61 1.34 -0.88
```
Forces are in eV/Å.

As for the charge: +1. The HOMO energy comes out at -13.69 eV. Its SMILES is CCB(O)c1c[nH+]ccc1C(=O)O. The calculation puts the LUMO energy at -5.85 eV. Its relative energy (zero: lowest compared OMol25 entry of this formula, charge and spin) is 213.2 kcal per mole.

***

Record 2
Here is an isolated molecule of C8H11BO2 in a non-equilibrium geometry from the Open Molecules 2025 dataset. Energies are from ωB97M-V/def2-TZVPD.

The geometry in XYZ format:
```
22
Properties=species:S:1:pos:R:3:forces:R:3
C 0.140935 1.484194 -2.442460 1.11 -1.83 0.15
C 0.000136 1.504689 -1.138385 -0.39 0.03 1.47
C 0.482153 0.607008 -0.064995 -0.30 0.07 0.94
C 1.056269 1.416406 1.105830 -0.31 -0.93 -0.79
C 1.527865 0.740420 2.143666 0.13 0.06 1.63
C 1.142917 -0.674414 2.272673 -2.72 1.36 -4.43
C 0.180816 -1.233484 1.441803 1.43 3.28 1.64
C -0.641208 -0.385337 0.483525 1.75 0.68 -0.88
B -1.323674 -1.246800 -0.683622 -0.34 -0.03 0.59
O -0.583073 -1.701376 -1.715722 1.56 -1.27 -1.25
O -2.643835 -1.573848 -0.610219 -0.04 0.86 1.81
H -0.459335 2.013027 -3.084712 -1.19 1.89 -1.17
H 0.758487 0.769872 -2.994218 0.01 -0.06 0.62
H -0.587679 2.210750 -0.561193 -0.74 0.67 -1.02
H 1.333545 0.016835 -0.304074 0.61 -0.94 -0.96
H 1.166280 2.461839 0.969058 0.34 0.87 -0.02
H 2.119983 1.237017 2.965198 -0.83 -0.60 -0.93
H 1.487776 -1.238875 3.017922 1.67 -2.17 2.77
H -0.124447 -2.187805 1.656680 -0.69 -2.35 0.45
H -1.338771 0.245360 1.057249 -0.18 -0.37 -0.04
H -0.636046 -2.601525 -2.118864 -0.45 1.43 0.69
H -3.059092 -1.863952 -1.395141 -0.44 -0.66 -1.28
```
Forces are in eV/Å.

The HOMO energy comes out at -8.21 eV. Its SMILES is C=C[C@H]1C=CC=C[C@@H]1B(O)O. The calculation puts the LUMO energy at 0.34 eV. Its relative energy (zero: lowest compared OMol25 entry of this formula, charge and spin) is 67.3 kcal per mole.

***

Record 3
Here is a structure of composition C8H11BaClF5NO6S2 in a non-equilibrium geometry from the Open Molecules 2025 dataset. Energies are from ωB97M-V/def2-TZVPD.

The geometry in XYZ format:
```
35
Properties=species:S:1:pos:R:3:forces:R:3
C 0.325198 -3.624439 0.570748 0.06 -0.06 -0.40
C -0.200331 -2.669227 -0.515796 -0.53 -0.56 0.47
C -0.625833 -1.254268 -0.085758 0.83 -0.38 -0.49
Cl -1.157318 -1.382262 1.709372 5.16 1.12 1.43
C 0.413288 -0.074927 -0.304592 -0.25 0.36 0.80
S -0.256315 0.989320 -1.674029 1.05 -0.07 -1.85
O 0.481033 2.190170 -1.831571 -0.21 0.24 0.87
O -0.318876 0.098774 -2.788232 -0.66 -0.50 0.45
C -2.059483 1.528488 -1.424393 -0.02 0.15 0.26
F -2.904740 0.581885 -1.871995 0.09 -0.48 0.16
F -2.137242 2.568835 -2.221558 0.07 0.27 -0.28
C -2.564568 1.993318 -0.031453 -0.79 0.58 -0.95
F -1.643219 2.520713 0.706758 0.88 -0.24 0.70
F -3.524284 2.849605 -0.192116 -0.66 0.52 -0.17
F -3.154585 0.930999 0.629013 0.38 -0.80 0.50
O 1.597791 -0.536027 -0.880599 -0.38 -0.29 -0.43
S 2.735249 -0.897112 0.251451 1.00 -0.36 0.07
O 2.881397 -2.297140 0.298890 -0.51 -0.26 0.18
O 3.874469 -0.099220 0.058950 -0.26 0.53 -0.14
O 1.818934 -0.394011 1.460110 -0.55 -0.29 0.21
C 0.943568 0.652112 0.959952 0.94 0.81 -0.46
C 1.845433 1.907845 0.710940 -0.07 0.33 0.31
N 1.269389 3.180867 1.062017 -0.26 -0.21 -0.47
H 0.976068 -3.153349 1.289905 0.07 0.06 0.22
H 0.907432 -4.401484 0.083580 0.06 -0.03 -0.02
H -0.504343 -4.132610 1.061958 0.01 0.05 0.20
H -1.115263 -3.154909 -0.872761 0.00 0.08 -0.40
H 0.465738 -2.613636 -1.371485 0.12 0.30 -0.03
H -1.548107 -1.052106 -0.643962 0.01 0.50 0.10
H 0.206737 0.964159 1.690588 -0.10 -0.64 0.32
H 2.722639 1.743224 1.335373 -0.04 -0.16 0.13
H 2.213054 1.931694 -0.307663 0.04 0.09 -0.06
H 0.588822 3.148789 1.804578 0.12 0.15 0.20
H 0.906649 3.687672 0.269169 -0.06 0.05 0.00
Ba -3.458378 -1.731742 1.064607 -5.57 -0.86 -1.43
```
Forces are in eV/Å.

As for the charge: +2. The HOMO energy comes out at -14.87 eV. The calculation puts the LUMO energy at -8.50 eV.

***

Values of electronic energy, in order: -16767.993 -13245.805 -70703.263, all in eV.
Values of Kohn-Sham gap, in order: 7.84 8.55 6.37, all in eV.